Run i
{
  "formula": "C12H24N2O3",
  "method": "ωB97M-V/def2-TZVPD",
  "smiles": "CC[C@H](C)[C@H](N)C(=O)N[C@H](C(=O)O)[C@@H](C)CC",
  "gap_ha": 0.3528,
  "e_lumo_ev": 0.53,
  "e_homo_ha": -0.333,
  "symbols": ["C", "C", "C", "C", "C", "N", "C", "O", "N", "C", "C", "O", "O", "C", "C", "C", "C", "H", "H", "H", "H", "H", "H", "H", "H", "H", "H", "H", "H", "H", "H", "H", "H", "H", "H", "H", "H", "H", "H", "H", "H"],
  "positions_angstrom": [[-5.027, 1.437, -0.710], [-3.741, 0.658, -0.998], [-2.831, 0.506, 0.247], [-2.250, 1.846, 0.690], [-1.732, -0.530, -0.033], [-2.296, -1.816, -0.392], [-0.847, -0.680, 1.215], [-1.317, -1.154, 2.235], [0.455, -0.235, 1.186], [1.240, 0.101, 0.030], [1.270, -1.065, -0.974], [0.860, -2.178, -0.759], [1.799, -0.692, -2.154], [2.673, 0.503, 0.479], [3.505, -0.728, 0.864], [3.380, 1.402, -0.534], [4.695, 1.978, -0.017], [-5.663, 1.429, -1.586], [-5.595, 0.977, 0.060], [-4.852, 2.489, -0.410], [-3.975, -0.340, -1.364], [-3.167, 1.146, -1.803], [-3.449, 0.105, 1.065], [-1.641, 1.724, 1.594], [-3.018, 2.581, 0.892], [-1.586, 2.265, -0.096], [-1.177, -0.197, -0.879], [-2.702, -2.192, 0.484], [-1.546, -2.454, -0.674], [0.951, -0.491, 2.012], [0.771, 0.959, -0.494], [1.798, -1.479, -2.707], [2.501, 1.099, 1.369], [4.426, -0.464, 1.379], [2.940, -1.435, 1.473], [3.817, -1.254, -0.072], [3.522, 0.831, -1.465], [2.696, 2.276, -0.784], [4.528, 2.496, 0.919], [5.103, 2.706, -0.721], [5.461, 1.202, 0.121]]
}

Run ii
{
  "formula": "C12H24N2O3",
  "method": "ωB97M-V/def2-TZVPD",
  "smiles": "CC[C@H](C)[C@H](N)C(=O)N[C@H](C(=O)O)[C@@H](C)CC",
  "gap_ha": 0.3730,
  "e_lumo_ev": 0.45,
  "e_homo_ha": -0.356,
  "symbols": ["C", "C", "C", "C", "C", "N", "C", "O", "N", "C", "C", "O", "O", "C", "C", "C", "C", "H", "H", "H", "H", "H", "H", "H", "H", "H", "H", "H", "H", "H", "H", "H", "H", "H", "H", "H", "H", "H", "H", "H", "H"],
  "positions_angstrom": [[3.706, -1.637, 0.381], [2.648, -0.773, 1.122], [2.398, 0.573, 0.466], [1.510, 1.396, 1.428], [1.919, 0.521, -0.955], [1.750, 1.882, -1.584], [0.661, -0.340, -1.242], [0.755, -1.555, -1.275], [-0.510, 0.256, -1.630], [-1.557, 0.660, -0.658], [-1.467, 2.099, -0.135], [-2.270, 2.621, 0.626], [-0.471, 2.858, -0.673], [-1.814, -0.424, 0.451], [-2.687, -0.008, 1.626], [-2.359, -1.739, -0.178], [-3.762, -1.681, -0.714], [4.674, -1.115, 0.407], [3.861, -2.587, 0.893], [3.341, -1.851, -0.635], [2.993, -0.670, 2.166], [1.723, -1.363, 1.099], [3.346, 1.122, 0.460], [0.488, 0.944, 1.426], [1.510, 2.462, 1.093], [1.928, 1.379, 2.451], [2.693, 0.023, -1.533], [1.775, 1.703, -2.607], [2.469, 2.557, -1.309], [-0.925, -0.426, -2.301], [-2.480, 0.767, -1.297], [0.202, 2.344, -1.120], [-0.794, -0.723, 0.808], [-2.118, 0.746, 2.230], [-2.940, -0.871, 2.274], [-3.642, 0.444, 1.323], [-2.407, -2.465, 0.664], [-1.617, -2.164, -0.904], [-3.837, -0.955, -1.540], [-4.176, -2.616, -1.136], [-4.519, -1.391, 0.034]]
}

Quick look at relative energies in kcal/mol: run i 0.0; run ii 29.7.

Run i
{
  "formula": "C18H24N2O5",
  "method": "ωB97M-V/def2-TZVPD",
  "smiles": "CNC(=O)[C@H](CC(C)C)NC(C)=O.O=c1oc2ccccc2cc1O",
  "gap_ha": 0.3171,
  "e_lumo_ev": -0.03,
  "e_homo_ha": -0.318,
  "symbols": ["C", "N", "C", "O", "C", "C", "C", "C", "C", "N", "C", "C", "O", "H", "H", "H", "H", "H", "H", "H", "H", "H", "H", "H", "H", "H", "H", "H", "H", "H", "H", "O", "C", "O", "C", "C", "C", "C", "C", "C", "C", "C", "O", "H", "H", "H", "H", "H", "H"],
  "positions_angstrom": [[-1.144, 1.243, 6.749], [-1.431, 0.888, 5.360], [-0.635, 1.168, 4.320], [0.414, 1.787, 4.453], [-1.152, 0.761, 2.924], [-0.278, 1.269, 1.750], [-0.851, 1.091, 0.330], [0.158, 1.595, -0.702], [-1.179, -0.365, -0.009], [-2.583, 1.065, 2.730], [-3.237, 2.222, 2.862], [-2.508, 3.513, 3.183], [-4.448, 2.240, 2.715], [-0.581, 0.441, 7.228], [-2.075, 1.405, 7.295], [-0.550, 2.160, 6.789], [-2.307, 0.430, 5.161], [-1.073, -0.326, 2.907], [0.684, 0.757, 1.806], [-0.081, 2.330, 1.896], [-1.758, 1.686, 0.231], [0.421, 2.630, -0.482], [1.062, 0.984, -0.681], [-0.284, 1.556, -1.695], [-1.935, -0.750, 0.671], [-0.280, -0.977, 0.066], [-1.573, -0.422, -1.024], [-3.183, 0.298, 2.467], [-3.232, 4.326, 3.203], [-1.767, 3.724, 2.417], [-2.031, 3.443, 4.157], [2.696, -5.614, -2.978], [2.558, -4.503, -3.487], [1.581, -3.615, -3.135], [1.533, -2.400, -3.779], [0.519, -1.507, -3.420], [0.411, -0.259, -4.041], [1.332, 0.112, -5.025], [2.351, -0.770, -5.395], [2.451, -2.025, -4.782], [3.495, -2.962, -5.171], [3.553, -4.179, -4.544], [4.537, -5.072, -4.913], [-0.191, -1.801, -2.653], [-0.389, 0.421, -3.764], [1.254, 1.082, -5.508], [3.062, -0.480, -6.163], [4.217, -2.716, -5.944], [4.444, -5.883, -4.375]]
}

Run ii
{
  "formula": "C18H24N2O5",
  "method": "ωB97M-V/def2-TZVPD",
  "smiles": "CCCCCC[C@H]1C[C@@H](CC(=O)Nc2ccc([N+](=O)[O-])cc2)C(=O)O1",
  "gap_ha": 0.3217,
  "e_lumo_ev": -0.40,
  "e_homo_ha": -0.337,
  "symbols": ["C", "C", "C", "C", "C", "C", "C", "C", "C", "C", "C", "O", "N", "C", "C", "C", "C", "N", "O", "O", "C", "C", "C", "O", "O", "H", "H", "H", "H", "H", "H", "H", "H", "H", "H", "H", "H", "H", "H", "H", "H", "H", "H", "H", "H", "H", "H", "H", "H"],
  "positions_angstrom": [[1.293, 3.474, -1.364], [1.584, 2.299, -0.439], [2.298, 1.137, -1.133], [1.506, 0.475, -2.261], [0.274, -0.280, -1.770], [-0.462, -0.937, -2.938], [-1.696, -1.738, -2.516], [-1.385, -3.009, -1.703], [-2.392, -2.976, -0.555], [-1.832, -3.368, 0.821], [-0.685, -2.449, 1.214], [0.471, -2.714, 0.973], [-1.109, -1.301, 1.820], [-0.350, -0.209, 2.217], [1.043, -0.250, 2.321], [1.733, 0.871, 2.729], [1.041, 2.038, 3.037], [1.764, 3.207, 3.443], [2.977, 3.151, 3.439], [1.123, 4.187, 3.763], [-0.347, 2.088, 2.941], [-1.036, 0.969, 2.534], [-2.890, -1.533, -0.572], [-3.515, -0.998, 0.306], [-2.531, -0.922, -1.686], [0.557, 3.210, -2.119], [0.901, 4.312, -0.792], [2.203, 3.798, -1.865], [2.228, 2.646, 0.372], [0.653, 1.949, 0.010], [2.539, 0.380, -0.383], [3.239, 1.508, -1.543], [1.206, 1.228, -2.992], [2.165, -0.231, -2.773], [-0.408, 0.408, -1.269], [0.591, -1.031, -1.043], [-0.779, -0.158, -3.633], [0.208, -1.614, -3.473], [-2.288, -1.984, -3.407], [-1.484, -3.900, -2.319], [-0.367, -2.975, -1.314], [-3.258, -3.613, -0.768], [-2.632, -3.316, 1.560], [-1.450, -4.389, 0.772], [-2.112, -1.146, 1.842], [1.570, -1.156, 2.078], [2.808, 0.860, 2.815], [-0.859, 3.007, 3.181], [-2.112, 0.995, 2.444]]
}

Quick look at relative energies in kcal/mol: run i 0.0; run ii 39.4.

Run i
{
  "formula": "C7H9IN3",
  "method": "ωB97M-V/def2-TZVPD",
  "smiles": "[H]/N=C(/C)Cc1cc(I)c[nH+]n1",
  "charge": 1,
  "gap_ha": 0.2916,
  "e_lumo_ev": -5.31,
  "e_homo_ha": -0.487,
  "symbols": ["H", "N", "C", "C", "C", "C", "C", "C", "I", "C", "N", "N", "H", "H", "H", "H", "H", "H", "H", "H"],
  "positions_angstrom": [[-1.396, -0.731, -2.432], [-2.095, -0.668, -1.690], [-1.643, -1.023, -0.564], [-2.563, -1.042, 0.634], [-0.188, -1.450, -0.356], [0.715, -0.267, -0.158], [0.330, 0.860, 0.609], [1.203, 1.903, 0.781], [0.746, 3.578, 1.887], [2.455, 1.781, 0.170], [2.711, 0.690, -0.530], [1.905, -0.332, -0.725], [-2.022, -1.074, 1.583], [-3.191, -1.935, 0.584], [-3.224, -0.175, 0.615], [-0.098, -2.100, 0.521], [0.171, -2.015, -1.218], [-0.658, 0.880, 1.053], [3.232, 2.533, 0.228], [3.610, 0.588, -0.992]]
}

Run ii
{
  "formula": "C7H9IN3",
  "method": "ωB97M-V/def2-TZVPD",
  "smiles": "NC(N)=[NH+]c1ccccc1I",
  "charge": 1,
  "gap_ha": 0.3252,
  "e_lumo_ev": -3.33,
  "e_homo_ha": -0.447,
  "symbols": ["N", "C", "N", "N", "C", "C", "C", "C", "C", "C", "I", "H", "H", "H", "H", "H", "H", "H", "H", "H"],
  "positions_angstrom": [[0.190, 3.280, 0.492], [0.407, 2.099, -0.081], [0.504, 2.123, -1.417], [0.454, 0.977, 0.605], [0.244, -0.365, 0.280], [1.179, -1.376, 0.413], [0.860, -2.743, 0.310], [-0.451, -3.046, -0.005], [-1.521, -2.137, -0.231], [-1.446, -0.830, -0.062], [-2.825, 0.658, -0.236], [0.546, 3.971, -0.043], [0.464, 3.375, 1.476], [-0.256, 2.660, -1.907], [0.830, 1.349, -1.974], [0.303, 1.162, 1.646], [2.094, -1.081, 0.848], [1.649, -3.477, 0.576], [-0.807, -4.004, -0.259], [-2.418, -2.595, -0.432]]
}

Quick look at relative energies in kcal/mol: run i 2.1; run ii 0.0.